Record 1
Molecular formula: C20H29NO2
Method: DFT, wB97M-V/def2-TZVPD

Each line ends with the Löwdin charge.
Cartesian coordinates (Å):
O1 -0.8134 -0.7928 -0.8440  -0.01
O2 1.8483 -1.2168 -1.9017  -0.08
N1 3.8071 -0.8702 0.4301  -0.18
C1 -5.2219 -0.8018 0.9955  -0.08
C2 1.6740 -1.2212 1.6193  0.00
C3 2.4833 -2.2871 -1.2287  -0.23
C4 -2.9775 -0.7001 0.1260  -0.16
C5 -1.9391 1.9229 -0.8165  -0.13
C6 4.8729 1.2115 -0.3042  -0.08
C7 -3.4381 -1.2461 -1.0639  -0.02
C8 -1.5111 -0.3378 0.2946  -0.44
C9 0.4791 -1.1065 1.6074  -0.02
C10 -3.8863 -0.4827 1.1559  -0.04
C11 3.5598 0.5095 0.0384  -0.25
C12 -0.9692 -1.0517 1.5665  -0.09
C13 0.0001 1.7656 0.6037  -0.16
C14 3.8337 -1.8219 -0.6519  -0.17
C15 -1.1386 3.2333 -0.9266  -0.17
C16 -4.7746 -1.5660 -1.2245  -0.08
C17 -0.1942 3.2435 0.2808  -0.18
C18 -1.4110 1.2005 0.4341  -0.24
C19 3.1325 -1.3040 1.6367  -0.19
C20 -5.6722 -1.3445 -0.1959  -0.10
H1 -5.9149 -0.6258 1.8057  0.10
H2 -1.3361 -0.5443 2.4607  0.13
H3 -6.7162 -1.5926 -0.3194  0.10
H4 4.4124 -1.3782 -1.4642  0.12
H5 -5.1148 -1.9893 -2.1585  0.10
H6 0.6786 1.3223 -0.1262  0.11
H7 2.6817 -3.1106 -1.9291  0.12
H8 5.3502 0.7415 -1.1598  0.06
H9 -3.5589 -0.0601 2.0946  0.11
H10 3.5026 -0.6861 2.4651  0.13
H11 -0.6687 3.7443 1.1268  0.11
H12 3.4262 -2.3415 1.8330  0.13
H13 -2.0077 1.4987 1.3012  0.15
H14 4.6851 2.2551 -0.5440  0.07
H15 -1.7663 1.2937 -1.6898  0.11
H16 0.4051 1.6003 1.6012  0.12
H17 -2.7373 -1.4200 -1.8642  0.11
H18 0.1269 -0.5981 -0.7146  0.06
H19 -3.0114 2.1002 -0.7427  0.12
H20 0.7459 3.7512 0.0685  0.10
H21 -0.5615 3.2463 -1.8513  0.11
H22 -1.7899 4.1065 -0.9304  0.10
H23 -1.3519 -2.0776 1.5701  0.14
H24 2.8822 0.5634 -0.8208  0.10
H25 3.0877 1.0302 0.8746  0.11
H26 1.8396 -2.6638 -0.4232  0.11
H27 4.3616 -2.7167 -0.3031  0.12
H28 1.0502 -1.5447 -2.3311  0.09
H29 5.5558 1.1602 0.5398  0.07

Results
**Multiplicity**: 1
**Relative energy (zero: lowest compared OMol25 entry of this formula, charge and spin)**: 58.1 kcal per mole
**Net charge**: 0
**Gap between HOMO and LUMO**: 9.082 eV
**LUMO**: 0.76 eV
**Structure (SMILES)**: CCN(CC#CC[C@@](O)(c1ccccc1)C1CCCC1)CCO
**Molar mass**: 315.457 g/mol

***

Record 2
Molecular formula: C20H30BeBrCa2Cl3FN2O11S
Method: DFT, wB97M-V/def2-TZVPD

Each line ends with the Löwdin charge.
Cartesian coordinates (Å):
Br1 -1.2816 0.9820 -2.2537  0.85
Ca1 -1.4504 -2.7759 3.4235  1.69
Ca2 6.2660 -0.7692 1.9430  1.28
Cl1 3.6733 0.0720 1.8856  0.60
Cl2 -2.3979 6.1667 2.3218  0.38
Cl3 1.2322 -4.6471 -2.2358  -0.05
S1 -1.1623 -5.6253 5.0766  0.22
F1 -6.1425 5.2388 -1.8223  -0.69
O1 -1.3336 -0.9116 2.5261  -0.06
O2 0.8863 -3.5185 0.6832  0.14
O3 2.3916 -1.9990 3.5963  0.07
O4 0.2743 -5.3898 4.7720  -0.40
O5 0.0749 -1.5868 -5.7035  0.03
O6 2.7749 -2.6373 1.4584  -0.01
O7 0.7532 -0.4884 1.7980  0.08
O8 -1.9469 -5.1703 3.8752  -0.55
O9 -1.5679 -4.7763 6.2140  -0.38
O10 -1.4178 -7.0298 5.3401  -0.30
O11 -0.9695 -0.0200 0.4894  0.07
N1 -4.4894 5.0517 0.1904  0.09
N2 -0.7002 -2.4449 -3.7891  0.00
C1 2.4623 -4.3330 3.3343  0.03
C2 1.3926 -1.3713 -0.2794  0.05
C3 3.8765 2.3787 -0.8834  -0.06
C4 -0.5737 -0.5159 1.6711  -0.52
C5 0.0913 0.9475 0.2316  -0.23
C6 -0.5288 3.2599 -0.7132  -0.25
C7 1.6354 -2.5946 0.6632  -0.44
C8 -4.3538 5.0768 2.4109  -0.20
C9 -4.0937 3.7674 0.6264  -0.01
C10 1.2675 -0.0174 0.5040  -0.31
C11 3.3254 0.9286 -0.7089  -0.24
C12 -0.2297 -2.5799 -5.0604  -0.55
C13 -0.1079 -3.9735 -5.6134  -0.01
C14 -4.6474 5.8435 1.1997  -0.12
C15 2.5190 -2.9056 2.8211  -0.49
C16 -4.0099 3.7647 1.9746  -0.10
C17 2.5635 0.8188 0.6363  -0.47
C18 0.3118 4.3964 -1.3691  -0.20
C19 0.0363 1.8275 -1.0348  -0.53
C20 -1.1029 -3.4575 -2.8522  -0.23
Be1 1.1390 4.6075 -3.8590  0.37
H1 -4.9501 6.8700 1.0662  0.16
H2 1.1518 4.0228 -2.0153  -0.13
H3 0.9609 1.8562 -1.6056  0.07
H4 -0.4795 -3.3590 -1.9625  -0.05
H5 -3.9127 2.9834 -0.0909  0.14
H6 -1.0852 -4.4581 -5.6368  0.09
H7 2.2992 1.8281 0.9618  0.12
H8 -1.5532 3.3846 -1.0660  0.07
H9 -0.9982 -4.4531 -3.2562  0.03
H10 0.4987 -1.5884 -0.8696  0.12
H11 -0.5609 3.4501 0.3680  0.10
H12 4.0458 2.7899 0.1219  0.08
H13 4.8425 2.3861 -1.3893  0.09
H14 3.0003 -5.0332 2.6933  0.10
H15 -0.7556 -1.5010 -3.4719  0.04
H16 0.6631 5.1280 -0.6311  0.08
H17 3.0034 -4.2991 4.2869  0.11
H18 2.2258 -1.3844 -0.9926  0.14
H19 0.2773 -3.9205 -6.6275  0.08
H20 -4.4077 5.4386 3.4253  0.10
H21 -4.6494 5.3259 -0.8236  0.13
H22 4.2064 0.2804 -0.7313  0.09
H23 2.7090 0.6457 -1.5669  0.12
H24 0.0420 1.5789 1.1318  0.16
H25 -3.7347 2.9297 2.5940  0.12
H26 1.4391 -4.6642 3.5885  0.05
H27 -2.1550 -3.2949 -2.5742  0.09
H28 0.5826 -4.5589 -5.0046  0.05
H29 -0.3470 4.9699 -2.0333  0.02
H30 3.1505 3.0265 -1.3808  0.06

Results
**Multiplicity**: 1
**Net charge**: +1
**Gap between HOMO and LUMO**: 1.548 eV
**LUMO**: -7.65 eV
**Molar mass**: 800.959 g/mol

***

Record 3
Molecular formula: C20H30ClEuO2
Method: DFT, wB97M-V/def2-TZVPD

Each line ends with the Löwdin charge.
Cartesian coordinates (Å):
Eu1 1.4213 -0.3405 2.2417  1.90
Cl1 4.0163 -2.2875 1.1505  0.44
O1 0.7332 -0.9379 -0.0505  -0.31
O2 -2.2919 -0.2172 -2.7985  -0.13
C1 -0.8528 0.0349 3.7839  -0.23
C2 1.0621 -0.5353 4.9616  -0.23
C3 3.0847 1.6301 3.4988  -0.22
C4 -4.7370 -0.4344 -3.1207  -0.02
C5 2.7605 2.0189 1.2486  -0.24
C6 -0.6910 -1.3941 3.7144  -0.23
C7 -3.5468 1.7639 -3.3192  -0.02
C8 -1.7623 -0.5696 -4.1393  -0.18
C9 -0.0508 0.3178 -0.2265  -0.20
C10 0.4333 -0.6146 -2.3494  -0.18
C11 2.2804 2.3328 2.5539  -0.25
C12 3.8700 1.1301 1.3882  -0.21
C13 4.0284 0.8377 2.7781  -0.21
C14 1.2093 -1.4350 -1.3583  -0.14
C15 -2.9533 -0.1106 -4.9389  -0.07
C16 0.2229 0.5546 4.5773  -0.23
C17 0.4990 -1.7362 4.4364  -0.23
C18 -3.4536 0.2691 -3.5301  -0.58
C19 0.1734 0.7446 -1.6789  -0.13
C20 3.1127 -2.2340 2.5981  -0.86
H1 -3.8270 1.9858 -2.2798  0.09
H2 1.0369 -2.5242 -1.4215  0.14
H3 2.6038 -3.1891 2.7628  -0.04
H4 -3.4690 -0.9105 -5.4534  0.11
H5 2.0077 -0.4601 5.5123  0.10
H6 1.0700 1.3880 -1.7185  0.12
H7 1.4557 3.0149 2.7949  0.09
H8 4.7152 0.1266 3.2152  0.08
H9 0.2997 1.1257 0.4603  0.08
H10 2.2820 -1.2331 -1.3927  0.11
H11 -0.6833 1.3016 -2.0881  0.11
H12 -1.3642 -2.0944 3.2129  0.09
H13 -1.1175 0.1088 -0.0164  0.13
H14 0.9489 -2.7322 4.5080  0.09
H15 -5.5525 -0.1305 -3.7858  0.09
H16 -2.5926 2.2432 -3.5677  0.09
H17 -0.8620 0.0035 -4.3925  0.11
H18 -0.5283 -1.1234 -2.4417  0.08
H19 3.0320 1.7119 4.5822  0.09
H20 0.3808 1.6039 4.8439  0.09
H21 0.8504 -0.5409 -3.3482  0.12
H22 -1.5568 -1.6464 -4.1659  0.13
H23 -1.6482 0.6214 3.3214  0.09
H24 -5.0273 -0.1579 -2.0957  0.09
H25 -4.6346 -1.5172 -3.2311  0.09
H26 3.7508 -1.9021 3.4232  -0.03
H27 -2.7394 0.7271 -5.5946  0.12
H28 2.3792 2.4182 0.3055  0.08
H29 -4.3071 2.2052 -3.9679  0.09
H30 4.5285 0.7880 0.5979  0.08

Results
**Multiplicity**: 7
**Relative energy (zero: lowest compared OMol25 entry of this formula, charge and spin)**: 19.5 kcal per mole
**Net charge**: 0
**Gap between HOMO and LUMO (spin up / spin down)**: 6.520 / 7.279 eV
**LUMO (spin up / spin down)**: -0.51 / 0.25 eV
**Expectation value of S²**: 12.021
**Molar mass**: 489.875 g/mol

***

Record 4
Molecular formula: C20H30ClO2Yb
Method: DFT, wB97M-V/def2-TZVPD

Each line ends with the Löwdin charge.
Cartesian coordinates (Å):
Yb1 0.7624 -1.4023 1.0415  1.64
Cl1 2.0249 -3.2517 2.8789  0.56
O1 -0.8444 1.9619 -0.7195  -0.13
O2 0.3862 -1.5680 -1.0589  -0.30
C1 -2.4782 3.4716 0.4526  0.00
C2 -2.1744 -1.7023 0.8474  -0.17
C3 3.3286 0.1894 1.8177  -0.21
C4 -1.3825 -2.3590 1.8309  -0.28
C5 -2.3226 -0.3449 1.2335  -0.13
C6 -1.8181 3.0302 -0.8492  -0.58
C7 1.6424 -3.6848 1.2960  -0.83
C8 1.3500 -2.6616 -1.0790  -0.28
C9 -2.8172 2.5238 -1.8510  -0.03
C10 1.5834 1.7020 1.7163  -0.18
C11 2.7873 1.2819 1.0804  -0.18
C12 0.1883 2.7513 -1.3712  -0.15
C13 -1.5535 -0.1262 2.4033  -0.16
C14 1.3945 0.8773 2.8482  -0.23
C15 -0.9571 -1.3659 2.7742  -0.30
C16 2.4532 -0.0687 2.9099  -0.28
C17 -0.0540 -1.2269 -2.4467  -0.08
C18 -0.7469 3.9653 -1.4465  -0.06
C19 1.5558 -3.1153 -2.5281  -0.12
C20 0.7214 -2.1613 -3.3922  -0.14
H1 0.9473 2.5469 1.4354  0.08
H2 -0.3847 4.7813 -0.8421  0.11
H3 0.5531 2.3189 -2.3067  0.11
H4 2.3128 -2.3058 -0.6528  0.11
H5 -2.9833 0.3845 0.7774  0.07
H6 2.6066 -3.0702 -2.8350  0.12
H7 0.9193 -3.5028 -0.5217  0.07
H8 -2.8301 2.5866 1.0109  0.07
H9 1.2343 -4.1559 -2.6611  0.12
H10 2.5400 -3.8444 0.6769  0.01
H11 -1.5115 0.8002 2.9685  0.09
H12 1.3472 -1.6248 -4.1217  0.12
H13 -3.4459 1.7817 -1.3443  0.09
H14 0.1425 -0.1457 -2.5438  0.11
H15 -3.3575 4.0794 0.1979  0.09
H16 -0.2476 -1.5250 3.5950  0.08
H17 0.6120 1.0032 3.5845  0.08
H18 -1.0964 -3.4190 1.8366  0.09
H19 3.2507 1.7764 0.2348  0.07
H20 -0.9894 4.2874 -2.4565  0.11
H21 1.0109 2.8459 -0.6599  0.08
H22 -1.8334 4.0913 1.0837  0.09
H23 0.7843 -4.3635 1.2149  0.00
H24 4.2745 -0.3061 1.6308  0.08
H25 -2.6428 -2.1694 -0.0160  0.09
H26 -1.1495 -1.3846 -2.4900  0.13
H27 -0.0085 -2.7368 -3.9769  0.11
H28 -2.2679 2.0119 -2.6553  0.09
H29 -3.4273 3.3286 -2.2622  0.09
H30 2.6109 -0.7859 3.7108  0.06

Results
**Multiplicity**: 2
**Net charge**: 0
**Gap between HOMO and LUMO (spin up / spin down)**: 7.108 / 7.060 eV
**LUMO (spin up / spin down)**: 0.05 / -0.04 eV
**Expectation value of S²**: 0.751
**Molar mass**: 510.951 g/mol